1.
The following is a quantum chemistry calculation of 3 unconnected molecules or ions with the total composition C2H12NO2S at a distorted geometry, from the Open Molecules 2025 dataset.

Summary:
electronic energy: -686.5461 Eh
spin multiplicity: 1
E_HOMO: -13.85 eV
HOMO-LUMO gap: 10.5 eV
energy above the lowest of the compared OMol25 structures with the same formula, charge and spin: 130.94 kJ/mol
E_LUMO: -3.34 eV
net charge: +1

Structure (XYZ):
```
18
Properties=species:S:1:pos:R:3:lowdin_charge:R:1
C 0.467 -0.582 0.494 -0.233
C 0.710 -1.005 -0.957 -0.457
S -0.169 0.242 -2.039 0.743
N -1.020 -0.284 0.597 0.110
H 0.699 -1.215 1.359 0.125
H 0.903 0.369 0.764 0.110
H 1.764 -0.860 -1.235 0.076
H 0.391 -2.048 -1.219 0.104
H 0.834 1.249 -1.849 -0.042
H -1.277 0.158 1.472 0.164
H -1.251 0.413 -0.121 0.026
H -1.719 -1.063 0.465 0.199
H -2.608 2.610 -0.619 0.072
H -3.472 1.977 -1.817 0.060
O -3.286 1.903 -0.854 -0.108
H 3.044 -0.281 1.170 0.007
H 3.210 -1.234 2.324 0.111
O 2.778 -0.349 2.067 -0.067
```

---

2.
The following is a quantum chemistry calculation of 4 unconnected molecules or ions with the total composition C2H12NO3 at a distorted geometry, from the Open Molecules 2025 dataset.

Summary:
electronic energy: -363.5412 Eh
spin multiplicity: 1
E_HOMO: -14.10 eV
HOMO-LUMO gap: 10.3 eV
energy above the lowest of the compared OMol25 structures with the same formula, charge and spin: 287.79 kJ/mol
E_LUMO: -3.76 eV
net charge: +1

Structure (XYZ):
```
18
Properties=species:S:1:pos:R:3:lowdin_charge:R:1
C -2.023 0.733 0.010 -0.160
C -2.695 0.914 1.178 0.065
N -0.730 0.173 0.182 0.102
H -2.424 0.965 -0.994 0.142
H -3.794 1.030 1.118 0.079
H -2.413 1.539 2.019 0.086
H -0.483 -0.410 1.016 0.160
H -0.589 -0.483 -0.659 0.134
H 0.215 0.810 0.283 0.226
H -0.215 -2.345 -2.483 0.070
H -1.014 -2.906 -1.116 0.087
O -0.416 -2.247 -1.541 -0.064
H 3.492 -0.017 -2.945 0.021
H 4.722 0.096 -2.002 0.042
O 3.799 -0.177 -2.059 -0.062
H 2.116 0.262 2.293 0.078
H 1.227 1.381 3.232 0.118
O 1.227 0.681 2.467 -0.125
```

---

3.
The following is a quantum chemistry calculation of 4 unconnected molecules or ions with the total composition C2H12NO3 at a distorted geometry, from the Open Molecules 2025 dataset.

Summary:
electronic energy: -363.5542 Eh
spin multiplicity: 1
E_HOMO: -13.05 eV
HOMO-LUMO gap: 8.9 eV
energy above the lowest of the compared OMol25 structures with the same formula, charge and spin: 253.87 kJ/mol
E_LUMO: -4.14 eV
net charge: +1

Structure (XYZ):
```
18
Properties=species:S:1:pos:R:3:lowdin_charge:R:1
C -1.673 -0.036 -0.492 -0.107
C -1.260 -0.180 -1.779 0.047
N -0.846 -0.714 0.561 0.172
H -2.567 0.454 -0.131 0.117
H -1.946 -0.614 -2.504 0.078
H -0.359 0.248 -2.215 0.084
H -0.288 -1.509 0.176 0.091
H -0.262 0.027 0.998 0.108
H -1.495 -1.016 1.285 0.165
H 1.541 0.656 2.812 0.069
H 1.739 1.402 1.528 0.030
O 1.254 0.643 1.891 -0.058
H 0.576 3.402 0.058 0.052
H 2.021 3.400 -0.447 0.060
O 1.408 2.923 0.125 -0.048
H 0.207 -3.755 -0.540 0.084
H 0.897 -2.718 -1.448 0.082
O 0.263 -2.812 -0.728 -0.026
```

---

4.
The following is a quantum chemistry calculation of 4 unconnected molecules or ions with the total composition C2H12O3 at a distorted geometry, from the Open Molecules 2025 dataset.

Summary:
electronic energy: -309.0210 Eh
spin multiplicity: 2
E_HOMO (spin up / spin down): 0.88 / -7.80 eV
HOMO-LUMO gap (spin up / spin down): 2.7 / 11.4 eV
energy above the lowest of the compared OMol25 structures with the same formula, charge and spin: 119.53 kJ/mol
E_LUMO (spin up / spin down): 3.55 / 3.59 eV
net charge: -1

Structure (XYZ):
```
17
Properties=species:S:1:pos:R:3:lowdin_spin:R:1
C -1.664 -0.194 -1.025 0.205
C -1.977 -1.472 -0.002 0.144
H -1.611 0.665 -0.344 0.033
H -0.848 -0.160 -1.845 0.027
H -2.640 -0.155 -1.669 0.029
H -1.080 -1.504 0.650 0.028
H -2.153 -2.417 -0.512 0.028
H -2.803 -0.988 0.519 0.026
H 0.612 -0.798 -2.268 0.024
H 0.867 -2.246 -2.346 0.042
O 1.397 -1.434 -2.367 0.099
H 4.143 3.441 2.357 0.014
H 3.582 2.781 1.325 0.030
O 4.483 2.786 1.713 0.070
H -0.828 0.401 2.164 0.030
H 0.509 0.495 1.438 0.066
O 0.011 0.797 2.213 0.104
```

---

5.
The following is a quantum chemistry calculation of 4 unconnected molecules or ions with the total composition C2H12O3, from the Open Molecules 2025 dataset.

Summary:
electronic energy: -309.0512 Eh
spin multiplicity: 2
E_HOMO (spin up / spin down): 1.13 / -6.93 eV
HOMO-LUMO gap (spin up / spin down): 1.7 / 9.6 eV
energy above the lowest of the compared OMol25 structures with the same formula, charge and spin: 40.42 kJ/mol
E_LUMO (spin up / spin down): 2.82 / 2.71 eV
net charge: -1

Structure (XYZ):
```
17
Properties=species:S:1:pos:R:3:lowdin_spin:R:1
C 1.923 -0.455 -2.371 0.043
C 1.522 0.544 -3.452 0.023
H 2.785 -1.035 -2.700 0.002
H 2.226 0.013 -1.438 0.006
H 1.082 -1.113 -2.166 0.024
H 2.056 1.486 -3.404 0.001
H 0.457 0.726 -3.341 0.009
H 1.637 0.074 -4.427 0.001
H -2.873 0.431 -1.157 0.063
H -2.026 1.488 -0.506 0.035
O -2.155 1.056 -1.360 0.166
H -3.545 -3.837 1.128 0.098
H -3.875 -3.174 -0.220 0.122
O -3.655 -2.972 0.704 0.374
H 2.664 1.069 5.891 0.004
H 2.038 2.459 5.857 0.005
O 2.892 2.007 5.829 0.024
```

---

6.
The following is a quantum chemistry calculation of 4 unconnected molecules or ions with the total composition C2H12O3S2 at a distorted geometry, from the Open Molecules 2025 dataset.

Summary:
electronic energy: -1105.4762 Eh
spin multiplicity: 2
E_HOMO (spin up / spin down): 0.05 / -3.80 eV
HOMO-LUMO gap (spin up / spin down): 3.2 / 6.9 eV
energy above the lowest of the compared OMol25 structures with the same formula, charge and spin: 27.82 kJ/mol
E_LUMO (spin up / spin down): 3.24 / 3.12 eV
net charge: -1

Structure (XYZ):
```
19
Properties=species:S:1:pos:R:3:lowdin_spin:R:1
C 1.971 -0.161 0.981 0.002
C 1.667 -1.530 0.433 0.035
S 1.338 -1.554 -1.348 0.409
S -0.427 -0.246 -1.517 0.438
H 1.076 0.438 0.830 0.001
H 2.725 0.322 0.386 0.001
H 2.107 -0.213 2.052 0.000
H 0.825 -1.935 0.984 0.001
H 2.507 -2.196 0.604 0.019
H 0.110 0.924 -1.921 0.036
H -3.262 2.082 0.918 0.006
H -2.376 0.807 0.998 0.006
O -2.411 1.747 1.283 0.020
H -0.595 2.534 1.496 0.001
H 0.033 3.924 1.548 0.001
O 0.208 3.032 1.256 0.005
H -2.880 -1.691 1.507 0.002
H -1.892 -1.654 0.323 0.003
O -2.269 -1.128 1.041 0.016
```